# 1
{
  "formula": "C28H31AsN4O3PReS",
  "method": "ωB97M-V/def2-TZVPD",
  "elements": ["Re", "N", "C", "S", "N", "N", "C", "C", "C", "C", "C", "C", "N", "H", "H", "H", "H", "H", "H", "H", "C", "C", "C", "C", "C", "C", "As", "C", "C", "C", "C", "C", "C", "C", "C", "C", "C", "C", "C", "H", "H", "H", "H", "H", "H", "H", "H", "H", "H", "H", "H", "H", "H", "H", "C", "O", "P", "O", "C", "O", "C", "H", "H", "H", "H", "H", "H", "H", "H", "H"],
  "positions_angstrom": [[1.059, -0.151, -0.414], [4.696, 2.261, -0.943], [3.739, 1.345, -0.957], [2.155, 1.872, -0.301], [3.979, 0.155, -1.446], [2.864, -0.634, -1.394], [2.895, -1.773, -1.995], [1.683, -2.592, -1.956], [1.573, -3.796, -2.609], [0.355, -4.476, -2.565], [-0.706, -3.925, -1.869], [-0.535, -2.712, -1.223], [0.637, -2.055, -1.261], [4.540, 3.191, -0.591], [5.598, 2.040, -1.341], [3.791, -2.083, -2.522], [2.418, -4.195, -3.155], [0.245, -5.425, -3.073], [-1.665, -4.421, -1.818], [-1.337, -2.251, -0.661], [-5.301, -1.230, -0.333], [-4.466, -1.296, -1.444], [-3.234, -0.661, -1.426], [-2.846, 0.048, -0.288], [-3.672, 0.110, 0.829], [-4.903, -0.535, 0.798], [-1.202, 1.041, -0.241], [-0.986, 2.022, -1.877], [-0.825, 1.280, -3.050], [-0.583, 1.935, -4.252], [-0.496, 3.318, -4.276], [-0.624, 4.049, -3.100], [-0.853, 3.406, -1.892], [-1.307, 2.222, 1.257], [-2.133, 3.343, 1.199], [-2.268, 4.146, 2.322], [-1.598, 3.826, 3.495], [-0.794, 2.694, 3.557], [-0.647, 1.890, 2.437], [-6.267, -1.717, -0.356], [-4.784, -1.827, -2.331], [-2.612, -0.707, -2.310], [-3.379, 0.657, 1.716], [-5.556, -0.480, 1.659], [-0.902, 0.198, -3.051], [-0.474, 1.367, -5.166], [-0.327, 3.831, -5.214], [-0.548, 5.128, -3.124], [-0.927, 3.991, -0.985], [-2.687, 3.587, 0.300], [-2.907, 5.017, 2.283], [-1.713, 4.455, 4.368], [-0.297, 2.435, 4.483], [-0.045, 0.992, 2.507], [0.007, -2.765, 2.658], [0.812, -1.542, 2.679], [1.887, -1.116, 1.642], [2.697, -2.358, 1.169], [3.569, -3.121, 2.088], [2.765, -0.075, 2.358], [2.893, 0.221, 3.797], [0.066, -3.189, 3.655], [0.401, -3.463, 1.923], [-1.014, -2.478, 2.427], [4.570, -2.710, 2.011], [3.542, -4.148, 1.743], [3.193, -3.054, 3.107], [2.537, 1.235, 3.940], [3.949, 0.141, 4.031], [2.304, -0.486, 4.373]],
  "forces_ev_per_a": [[0.341, 0.291, -0.041], [-0.065, -0.053, -0.011], [0.303, 0.130, -0.075], [0.023, -0.273, 0.074], [-0.645, 0.047, 0.236], [0.287, -0.024, -0.216], [-0.129, -0.130, -0.003], [0.094, 0.242, 0.036], [-0.070, -0.160, -0.057], [0.094, -0.025, -0.040], [-0.075, 0.006, 0.036], [0.205, -0.044, 0.041], [-0.025, -0.089, -0.069], [0.007, 0.008, 0.008], [0.009, 0.013, 0.000], [-0.021, -0.027, -0.009], [-0.014, 0.002, 0.001], [0.003, 0.012, -0.002], [0.006, -0.005, 0.002], [-0.008, 0.006, -0.009], [0.016, -0.002, -0.004], [0.015, -0.006, -0.002], [-0.108, 0.010, 0.043], [0.014, -0.040, -0.029], [-0.063, -0.148, 0.006], [0.011, 0.012, 0.041], [-0.183, 0.152, 0.233], [0.090, -0.106, 0.033], [0.136, 0.045, -0.078], [0.009, -0.055, 0.005], [-0.002, 0.010, -0.018], [-0.002, 0.008, 0.045], [0.037, 0.074, -0.085], [-0.052, 0.013, -0.024], [-0.053, -0.002, 0.044], [-0.017, 0.016, -0.023], [0.028, -0.018, 0.010], [-0.020, 0.015, -0.029], [-0.001, 0.069, 0.066], [0.000, 0.000, -0.001], [-0.005, 0.006, 0.005], [-0.008, 0.058, -0.014], [0.009, 0.054, -0.003], [-0.002, 0.002, -0.004], [-0.048, -0.041, 0.015], [-0.005, 0.001, 0.003], [0.008, -0.001, 0.006], [-0.001, -0.003, -0.002], [-0.001, -0.028, -0.028], [-0.014, -0.025, 0.015], [0.005, -0.005, -0.002], [0.000, -0.009, -0.002], [-0.001, 0.007, -0.011], [0.049, -0.053, -0.039], [0.064, 0.159, -0.043], [-0.240, -0.108, 0.203], [-0.213, 0.143, -0.436], [0.141, -0.197, 0.074], [-0.017, 0.047, -0.056], [0.089, 0.116, 0.202], [0.019, -0.068, -0.061], [-0.017, -0.010, 0.014], [0.006, -0.017, 0.000], [-0.028, -0.022, 0.002], [0.009, -0.001, 0.015], [0.002, -0.001, -0.012], [0.001, -0.011, 0.000], [0.011, 0.012, -0.010], [0.010, 0.011, 0.015], [0.000, 0.011, 0.020]],
  "lowdin_spin": [2.34, 0.00, 0.03, 0.23, 0.01, 0.00, 0.07, 0.02, 0.01, 0.03, 0.01, 0.04, 0.05, 0.00, 0.00, 0.00, 0.00, 0.00, 0.00, 0.00, 0.00, 0.00, 0.00, 0.02, 0.00, 0.00, 0.04, 0.00, 0.00, 0.00, 0.00, 0.00, 0.00, 0.02, 0.00, 0.00, 0.00, 0.00, 0.01, 0.00, 0.00, 0.00, 0.00, 0.00, 0.00, 0.00, 0.00, 0.00, 0.00, 0.00, 0.00, 0.00, 0.00, 0.01, 0.00, 0.02, 0.04, 0.01, 0.00, 0.00, 0.00, 0.00, 0.00, 0.00, 0.00, 0.00, 0.00, 0.00, 0.00, 0.00],
  "total_energy_ha": -4583.004152,
  "homo_lumo_gap_ev": [6.5, 5.7],
  "multiplicity": 4,
  "lumo_energy_ha": [-0.382, -0.410],
  "charge": 3
}

# 2
{
  "formula": "C28H31BiN4O2S",
  "method": "ωB97M-V/def2-TZVPD",
  "elements": ["Bi", "S", "C", "C", "C", "C", "C", "C", "C", "C", "C", "N", "H", "H", "H", "H", "H", "H", "C", "C", "C", "C", "C", "C", "C", "C", "C", "C", "C", "C", "N", "H", "H", "H", "H", "H", "H", "H", "H", "H", "H", "H", "H", "H", "H", "H", "H", "H", "O", "C", "N", "C", "O", "C", "C", "C", "C", "N", "C", "H", "H", "H", "H", "H", "H", "H", "H"],
  "positions_angstrom": [[0.354, -0.070, -0.787], [-1.193, -1.644, 3.430], [-0.161, -0.304, 3.683], [0.285, 0.231, 2.515], [-0.216, -0.437, 1.367], [-1.024, -1.494, 1.701], [-1.610, -2.478, 0.800], [-2.343, -3.582, 1.250], [-2.828, -4.489, 0.330], [-2.584, -4.289, -1.023], [-1.852, -3.174, -1.387], [-1.380, -2.297, -0.507], [0.061, 0.006, 4.693], [0.971, 1.064, 2.471], [-2.517, -3.719, 2.309], [-3.390, -5.353, 0.663], [-2.942, -4.986, -1.767], [-1.627, -2.966, -2.428], [4.181, -2.498, -1.058], [3.591, -2.572, 0.357], [2.200, -3.221, 0.340], [3.692, -1.237, 1.088], [4.454, -1.230, 2.249], [4.727, -0.072, 2.951], [4.277, 1.130, 2.433], [3.519, 1.200, 1.274], [3.212, 2.604, 0.754], [1.734, 3.027, 0.753], [3.851, 2.865, -0.618], [3.142, -0.012, 0.609], [2.283, 0.052, -0.451], [4.129, -3.476, -1.544], [5.225, -2.185, -1.019], [3.631, -1.776, -1.658], [4.229, -3.254, 0.928], [1.573, -2.794, -0.439], [1.695, -3.095, 1.300], [2.295, -4.291, 0.137], [4.854, -2.174, 2.607], [5.314, -0.099, 3.860], [4.541, 2.055, 2.936], [3.709, 3.274, 1.462], [1.227, 2.690, -0.149], [1.668, 4.118, 0.779], [1.199, 2.633, 1.619], [3.450, 2.171, -1.353], [4.932, 2.725, -0.568], [3.646, 3.887, -0.946], [-0.624, 6.044, -0.907], [-2.023, 6.167, -1.112], [-2.327, 5.899, -2.481], [-2.579, 4.691, -3.076], [-2.731, 4.607, -4.278], [-2.739, 3.481, -2.204], [-3.827, 2.645, -2.436], [-3.967, 1.493, -1.683], [-2.996, 1.203, -0.736], [-1.931, 1.974, -0.533], [-1.804, 3.086, -1.253], [-0.413, 6.232, 0.015], [-2.351, 7.185, -0.888], [-2.578, 5.472, -0.478], [-2.130, 6.634, -3.143], [-4.540, 2.913, -3.206], [-4.805, 0.827, -1.834], [-3.062, 0.314, -0.116], [-0.914, 3.677, -1.069]],
  "forces_ev_per_a": [[-0.101, -0.052, 0.326], [0.112, 0.079, -0.308], [-0.120, -0.112, 0.098], [0.085, 0.127, 0.053], [-0.270, -0.357, -0.319], [0.130, 0.211, 0.572], [-0.167, -0.355, -0.181], [0.022, 0.138, -0.029], [0.014, 0.015, -0.028], [-0.013, -0.042, 0.063], [-0.030, -0.004, -0.051], [0.155, 0.142, 0.087], [0.040, 0.041, -0.042], [-0.064, -0.219, 0.118], [-0.009, -0.025, 0.004], [-0.003, 0.008, 0.007], [0.010, 0.033, -0.031], [-0.008, -0.035, 0.014], [-0.053, -0.011, 0.189], [-0.118, 0.069, -0.112], [0.107, 0.059, 0.075], [-0.049, 0.059, -0.256], [0.022, 0.018, 0.060], [0.040, -0.004, 0.093], [0.082, -0.012, 0.023], [-0.031, -0.100, -0.141], [-0.075, -0.064, -0.131], [0.158, -0.039, 0.079], [-0.071, -0.049, 0.204], [-0.059, 0.156, 0.833], [0.535, 0.030, -0.786], [0.011, 0.019, -0.003], [-0.006, -0.007, -0.026], [-0.037, 0.048, -0.075], [0.012, 0.024, 0.019], [-0.093, 0.030, -0.060], [-0.035, -0.011, 0.009], [-0.032, 0.014, -0.015], [-0.014, 0.003, -0.011], [-0.001, 0.002, -0.006], [-0.018, 0.002, -0.009], [0.003, -0.019, 0.024], [-0.063, -0.003, -0.055], [-0.027, 0.006, -0.028], [0.025, 0.241, -0.147], [-0.033, -0.050, -0.105], [-0.010, 0.008, -0.016], [0.013, -0.018, -0.006], [0.076, -0.044, -0.003], [-0.112, -0.039, -0.020], [0.167, 0.037, 0.057], [-0.051, 0.101, -0.012], [-0.024, -0.023, 0.074], [0.013, -0.151, 0.027], [0.041, 0.076, -0.005], [-0.030, 0.040, -0.034], [-0.037, 0.057, 0.017], [0.155, -0.105, 0.054], [-0.095, 0.103, -0.024], [-0.052, 0.012, -0.032], [0.003, -0.002, 0.010], [0.003, -0.006, 0.002], [-0.028, -0.022, -0.055], [-0.007, -0.035, 0.001], [0.006, -0.003, 0.030], [0.005, -0.015, -0.029], [0.004, 0.028, -0.028]],
  "lowdin_charge": [1.55, 1.03, -0.40, -0.21, -0.40, -0.54, -0.32, -0.03, -0.06, -0.06, -0.14, 0.01, 0.07, 0.07, 0.09, 0.11, 0.10, 0.11, -0.07, -0.38, -0.08, -0.15, -0.06, -0.10, -0.07, -0.17, -0.37, -0.08, -0.07, -0.32, -0.31, 0.07, 0.08, 0.06, 0.12, 0.03, 0.08, 0.08, 0.11, 0.09, 0.10, 0.12, 0.02, 0.07, 0.05, 0.06, 0.08, 0.07, -0.05, -0.26, 0.10, -0.44, 0.08, -0.11, 0.01, -0.04, -0.16, 0.01, -0.10, 0.09, 0.13, 0.12, 0.15, 0.13, 0.11, 0.10, 0.10],
  "total_energy_ha": -2067.810956,
  "relative_energy_ev": 0.000,
  "homo_lumo_gap_ev": 6.4,
  "lumo_energy_ha": -0.010
}